Here is a molecular structure, C50H24Cl4F5N4Tl from OMol25. Energies are from the ωB97M-V functional and the def2-TZVPD basis.

Structure (XYZ):
```
88
C50H24Cl4F5N4Tl | OMol25 | the ωB97M-V functional and the def2-TZVPD basis
Tl -0.2241 0.2200 0.1342
Cl 5.8129 6.9039 3.0412
C 4.8466 5.5598 2.4564
C 5.3607 4.7327 1.4774
C 4.5898 3.6697 1.0243
C 3.3119 3.4287 1.5255
C 2.8294 4.2864 2.5192
C 3.5844 5.3491 2.9882
C 2.4743 2.3066 1.0303
C 2.1238 1.3139 2.0186
C 2.6008 1.2379 3.3378
C 1.9756 0.1465 3.9400
C 1.1526 -0.4511 2.9673
C 0.3319 -1.6314 3.1275
C 0.3841 -2.2787 4.4626
C -0.7599 -2.4075 5.2518
C -0.7271 -3.0368 6.4888
C 0.4757 -3.5344 6.9524
Cl 0.5351 -4.3275 8.5171
C 1.6364 -3.4175 6.2068
C 1.5803 -2.7927 4.9710
C -0.4612 -2.2476 2.1708
N -0.6688 -1.8263 0.8771
C -1.4681 -2.7339 0.2211
C -1.8517 -2.6952 -1.1097
C -2.7721 -3.7679 -1.5653
C -2.3827 -4.7055 -2.5250
C -3.2362 -5.7152 -2.9417
C -4.5029 -5.7917 -2.3888
Cl -5.5907 -7.0681 -2.9075
C -4.9277 -4.8830 -1.4381
C -4.0604 -3.8749 -1.0396
C -1.4495 -1.7392 -2.1154
C -1.7934 -1.7531 -3.4791
C -1.1633 -0.6620 -4.0749
C -0.4644 0.0188 -3.0626
N -0.6412 -0.6577 -1.8845
C 0.3161 1.2271 -3.2091
C 1.0886 1.8543 -2.2469
C 1.7821 3.1198 -2.4066
C 2.3823 3.4181 -1.2325
C 2.0834 2.3533 -0.2947
N 1.3056 1.4206 -0.9541
C 0.2748 1.8556 -4.5536
C -0.9303 2.2974 -5.1089
C -0.9805 2.8912 -6.3595
C 0.1959 3.0489 -7.0738
Cl 0.1457 3.8016 -8.6585
C 1.4067 2.6228 -6.5637
C 1.4342 2.0239 -5.3113
C -1.7774 -3.7954 1.1594
C -1.1694 -3.5042 2.3338
N 1.2560 0.2763 1.8111
H 6.3514 4.9121 1.0812
H 4.9822 3.0067 0.2634
H 1.8378 4.1089 2.9154
H 3.1969 6.0128 3.7494
H 3.3202 1.8996 3.7943
H 2.1066 -0.1863 4.9574
H -1.6924 -2.0034 4.8783
H -1.6221 -3.1314 7.0891
H 2.5672 -3.8190 6.5850
H 2.4780 -2.7011 4.3735
H -1.3863 -4.6343 -2.9420
H -2.9223 -6.4405 -3.6807
H -5.9241 -4.9555 -1.0232
H -4.3795 -3.1451 -0.3060
H -2.4266 -2.4751 -3.9697
H -1.1927 -0.3954 -5.1198
H 1.7888 3.7211 -3.3023
H 2.9581 4.3030 -1.0118
H -1.8389 2.1676 -4.5349
H -1.9183 3.2359 -6.7743
H 2.3135 2.7478 -7.1403
H 2.3746 1.6759 -4.9029
H -2.3520 -4.6806 0.9361
H -1.1661 -4.1135 3.2237
F -0.5073 3.3038 1.3714
C -1.7514 2.8154 1.2230
C -1.9501 1.5540 0.7045
C -3.2584 1.1361 0.5885
F -3.5433 -0.0808 0.0906
C -4.3347 1.9256 0.9640
F -5.6046 1.5001 0.8387
C -4.0928 3.1846 1.4811
F -5.1214 3.9675 1.8513
C -2.7943 3.6397 1.6158
F -2.5759 4.8670 2.1191
```

Values from the calculation:
* frontier orbital gap (alpha / beta): 3.93 / 3.93 eV
* energy above the lowest of the compared OMol25 structures with the same formula, charge and spin: 0.74 kcal/mol
* molar mass: 1121.95 g/mol
* charge: -2
* lowest unoccupied orbital energy (alpha / beta): 3.717 / 3.718 eV

---

Here is a molecular structure, C50H35N12O2S2Ta in a non-equilibrium geometry from OMol25. Energies are from the ωB97M-V functional and the def2-TZVPD basis.

Structure (XYZ):
```
102
C50H35N12O2S2Ta | OMol25 | the ωB97M-V functional and the def2-TZVPD basis
Ta 0.0361 0.1287 -0.7619
C -5.4701 2.4487 -3.3146
C -5.1339 3.6206 -2.6135
C -3.8639 3.8101 -2.1023
C -2.9414 2.7893 -2.3056
C -1.5700 2.6224 -1.8491
N -0.9056 3.5882 -1.2804
C 0.3511 3.3984 -0.9017
C 1.1683 4.4975 -0.4182
C 0.9176 5.8620 -0.3011
C 1.9214 6.6446 0.2363
C 3.1473 6.0813 0.6364
C 3.3928 4.7276 0.5083
C 2.3732 3.9432 -0.0230
C 2.2683 2.5197 -0.2838
N 3.2410 1.6864 -0.0262
C 3.1832 0.4278 -0.4015
N 2.1605 -0.1860 -1.1070
C 2.6519 -1.4204 -1.5079
N 2.1358 -2.1994 -2.4407
C 1.0108 -1.9283 -3.0370
N 0.0704 -0.9716 -2.6958
C -0.9199 -1.0355 -3.6294
N -2.0027 -0.2871 -3.7002
C -2.1056 0.7804 -2.9534
N -1.0912 1.3780 -2.2146
C -3.2713 1.6448 -2.9988
C -4.5433 1.4454 -3.5208
C -0.6371 -2.0799 -4.5986
C -1.3112 -2.4831 -5.7448
C -0.7231 -3.4773 -6.5037
C 0.5068 -4.0456 -6.1293
C 1.1745 -3.6324 -4.9911
C 0.5722 -2.6376 -4.2300
C 3.9523 -1.6380 -0.9444
C 4.7945 -2.7512 -0.9536
C 5.9620 -2.6633 -0.2313
C 6.3055 -1.4838 0.4660
C 5.4847 -0.3788 0.4522
C 4.2866 -0.4818 -0.2569
N 1.0316 2.2292 -0.8274
H -6.4798 2.3283 -3.6856
H -5.8910 4.3792 -2.4621
H -3.5941 4.7013 -1.5515
H -0.0286 6.2819 -0.6171
H 1.7670 7.7095 0.3526
H 3.9118 6.7255 1.0514
H 4.3345 4.2877 0.8088
H -4.7933 0.5330 -4.0457
H -2.2564 -2.0350 -6.0212
H -1.2126 -3.8239 -7.4046
H 0.9418 -4.8164 -6.7526
H 2.1243 -4.0589 -4.6972
H 4.5230 -3.6487 -1.4929
H 6.6290 -3.5147 -0.1863
H 7.2304 -1.4562 1.0280
H 5.7388 0.5295 0.9822
S 0.0753 -2.2278 0.0204
C -1.3709 -2.9732 -0.6393
C -1.3723 -4.3417 -0.9086
C -2.5194 -4.9574 -1.3818
C -3.6767 -4.2093 -1.5791
C -3.6787 -2.8491 -1.3168
C -2.5218 -2.2205 -0.8543
S -2.4731 -0.5085 -0.5239
H -0.4658 -4.9125 -0.7476
H -2.5095 -6.0170 -1.6026
H -4.5774 -4.6876 -1.9428
H -4.5726 -2.2576 -1.4742
O -1.2725 -0.1645 2.5728
C -1.1628 0.8885 2.0179
O -0.4762 1.0603 0.8489
C -1.7446 2.1584 2.5377
C -2.8093 2.0791 3.4293
C -3.3685 3.2403 3.9371
C -2.8534 4.4782 3.5689
C -1.7841 4.5581 2.6871
C -1.2336 3.3962 2.1650
H -3.1906 1.1038 3.7024
H -4.2067 3.1826 4.6195
H -3.2883 5.3836 3.9732
H -1.3801 5.5211 2.4012
H -0.4021 3.4476 1.4776
C 0.7140 -4.1688 4.8026
C 0.6316 -2.8651 5.5900
C -0.6683 -2.1253 5.2889
C 1.8473 -1.9660 5.3627
N 1.9732 -1.4977 3.9842
C 1.5708 -0.3595 3.4269
N 1.8246 -0.3941 2.1435
N 2.4072 -1.6001 1.9304
N 2.5052 -2.2678 3.0195
H -0.1122 -4.8236 5.0833
H 1.6495 -4.6991 4.9919
H 0.6473 -3.9868 3.7288
H 0.6632 -3.1017 6.6589
H -0.7330 -1.8362 4.2385
H -0.7686 -1.2207 5.8956
H -1.5267 -2.7638 5.5022
H 2.7744 -2.4835 5.6035
H 1.7739 -1.0748 5.9865
H 1.1068 0.4480 3.9684
```

Values from the calculation:
* frontier orbital gap (alpha / beta): 4.59 / 4.56 eV
* energy above the lowest of the compared OMol25 structures with the same formula, charge and spin: 0.00 kcal/mol
* molar mass: 1080.99 g/mol
* charge: 0
* lowest unoccupied orbital energy (alpha / beta): -1.655 / -1.664 eV

---

Here is a molecular structure, C50H37BrF4MnN5O2PS from OMol25. Energies are from the ωB97M-V functional and the def2-TZVPD basis.

Structure (XYZ):
```
102
C50H37BrF4MnN5O2PS | OMol25 | the ωB97M-V functional and the def2-TZVPD basis
Mn -0.3925 0.0030 -0.0699
F -1.4726 8.0595 -0.8621
C -1.1978 6.8262 -0.4542
C -1.3702 6.4750 0.8686
F -1.8038 7.3773 1.7450
C -1.0762 5.1860 1.2804
F -1.2065 4.9607 2.5898
C -0.6448 4.1929 0.4024
P -0.3506 2.4553 1.0227
C -1.6496 2.3677 2.3017
C -2.9548 2.7348 1.9857
C -3.9679 2.6217 2.9246
C -3.6878 2.1272 4.1894
C -2.3976 1.7257 4.5012
C -1.3852 1.8355 3.5600
C 1.2346 2.8282 1.8674
C 1.3896 3.3092 3.1644
C 2.6571 3.5901 3.6551
C 3.7757 3.4153 2.8519
C 3.6254 2.9555 1.5512
C 2.3630 2.6544 1.0650
C -0.4063 4.6029 -0.9143
Br 0.4632 3.4863 -2.1432
C -0.6958 5.8886 -1.3372
F -0.4749 6.2690 -2.5951
H -3.1900 3.1173 0.9972
H -4.9769 2.9134 2.6631
H -4.4778 2.0370 4.9240
H -2.1765 1.3139 5.4777
H -0.3893 1.5000 3.8128
H 0.5262 3.4763 3.7931
H 2.7678 3.9598 4.6667
H 4.7612 3.6454 3.2371
H 4.4921 2.8173 0.9168
H 2.2474 2.2700 0.0571
C -2.2402 1.2243 -2.6701
C -3.1128 0.9001 -1.5013
C -4.4977 1.1744 -1.6269
C -5.3553 0.7890 -0.6499
C -4.8559 0.1006 0.4767
C -5.7152 -0.3719 1.4924
C -5.1920 -1.0516 2.5552
C -3.8088 -1.2635 2.6477
C -2.9316 -0.8047 1.6863
S -1.2223 -1.0582 1.8453
C -3.4604 -0.1048 0.5598
N -2.5986 0.3278 -0.4284
H -2.3256 0.4230 -3.4105
H -1.2015 1.3115 -2.3788
H -2.5599 2.1496 -3.1505
H -4.8465 1.6780 -2.5186
H -6.4191 0.9829 -0.7256
H -6.7802 -0.1962 1.4025
H -5.8404 -1.4262 3.3376
H -3.4034 -1.7971 3.4983
C 3.6737 -5.5697 0.3580
O 2.8863 -6.3849 -0.4903
C 2.5246 -5.8687 -1.6939
C 1.6414 -6.6353 -2.4508
C 1.2105 -6.1758 -3.6786
C 1.6134 -4.9307 -4.1535
C 2.5380 -4.1963 -3.4230
C 2.9973 -4.6607 -2.1990
N 1.1047 -4.5451 -5.4412
N 0.7067 -3.3943 -5.6887
C 0.5838 -2.3976 -4.6677
C 1.2310 -1.2063 -4.8802
C 1.2837 -0.1935 -3.9099
C 0.6378 -0.3547 -2.6920
O 0.6276 0.5224 -1.7344
C -0.1024 -1.5704 -2.4966
N -0.7419 -1.6594 -1.2980
C -1.5154 -2.6942 -1.0666
C -1.7203 -3.7030 -2.0249
C -1.0546 -3.6496 -3.2160
C -0.1819 -2.5695 -3.4797
H 3.7681 -6.1118 1.2946
H 3.1890 -4.6073 0.5427
H 4.6687 -5.4013 -0.0628
H 1.3116 -7.5883 -2.0590
H 0.5349 -6.7677 -4.2838
H 2.9011 -3.2484 -3.7964
H 3.7144 -4.0692 -1.6483
H 1.7564 -1.0802 -5.8198
H 1.8201 0.7265 -4.1054
H -1.9802 -2.7364 -0.0897
H -2.3959 -4.5166 -1.7998
H -1.2006 -4.4193 -3.9618
C 5.6098 -0.4897 2.3157
C 4.2188 -0.4768 1.7558
C 3.9671 -0.6264 0.3990
C 2.6695 -0.5652 -0.0774
N 1.6054 -0.3695 0.7100
C 1.8467 -0.2640 2.0250
C 3.1113 -0.3051 2.5763
H 6.3568 -0.5321 1.5246
H 5.7547 -1.3516 2.9691
H 5.7875 0.4066 2.9123
H 4.7786 -0.7767 -0.3021
H 2.4687 -0.6564 -1.1333
H 0.9783 -0.1367 2.6574
H 3.2243 -0.1850 3.6466
```

Values from the calculation:
* frontier orbital gap (alpha / beta): 7.13 / 7.06 eV
* <S²>: 0.813
* energy above the lowest of the compared OMol25 structures with the same formula, charge and spin: 3.08 kcal/mol
* molar mass: 1013.75 g/mol
* charge: 0
* lowest unoccupied orbital energy (alpha / beta): 0.234 / 0.225 eV
* spin multiplicity: 2

---

Here is a molecular structure, C50H38BrIMoO3S8 in a non-equilibrium geometry from OMol25. Energies are from the ωB97M-V functional and the def2-TZVPD basis.

Structure (XYZ):
```
102
C50H38BrIMoO3S8 | OMol25 | the ωB97M-V functional and the def2-TZVPD basis
Mo 1.8692 1.0525 0.4538
C -6.4746 -0.8557 3.4966
C -5.1449 -0.4974 2.9012
C -4.8230 0.8332 2.6351
C -3.6114 1.1924 2.0672
C -2.7079 0.1904 1.7659
C -2.9815 -1.1438 2.0458
C -4.2000 -1.4794 2.6085
S -1.1286 0.4923 0.9587
O -1.1786 2.0314 1.1090
C -1.7633 0.1138 -0.6937
C -2.2910 1.2576 -1.3266
C -3.3273 1.1501 -2.2066
C -4.0491 -0.0607 -2.2304
C -5.3558 -0.1177 -2.7778
C -6.1164 -1.2387 -2.6410
C -5.6065 -2.3433 -1.9256
C -4.3313 -2.3365 -1.4437
C -3.4817 -1.2085 -1.6246
C -2.1263 -1.1833 -1.1053
C -1.3509 -2.4623 -1.1002
C -1.7974 -3.5650 -1.9364
C -2.5365 -3.3879 -3.1420
C -2.9698 -4.4549 -3.8720
C -2.7143 -5.7764 -3.4463
C -1.9181 -5.9839 -2.3633
C -1.3864 -4.8876 -1.6335
C -0.3610 -5.1065 -0.6944
C 0.3433 -4.0400 -0.2188
C -0.1411 -2.7407 -0.4524
S 1.0241 -1.4038 -0.1833
O 2.0552 -2.1828 0.6578
C 1.6043 -1.1982 -1.8511
C 1.8329 0.1498 -2.1813
C 2.1113 0.5446 -3.4654
C 2.1697 -0.4297 -4.4687
C 2.4383 -0.0211 -5.8865
C 1.9732 -1.7648 -4.1315
C 1.6600 -2.1632 -2.8402
H -7.2686 -0.2468 3.0665
H -6.4725 -0.6687 4.5721
H -6.7135 -1.9053 3.3397
H -5.5356 1.6113 2.8778
H -3.3844 2.2280 1.8632
H -2.2570 -1.9194 1.8195
H -4.4175 -2.5170 2.8281
H -1.8710 2.2257 -1.0878
H -3.6775 2.0102 -2.7614
H -5.7547 0.7660 -3.2584
H -7.1211 -1.2716 -3.0390
H -6.2375 -3.2046 -1.7519
H -3.9770 -3.1863 -0.8792
H -2.7215 -2.3932 -3.5163
H -3.5047 -4.2848 -4.7966
H -3.1086 -6.6126 -4.0067
H -1.6329 -6.9849 -2.0674
H -0.0558 -6.1176 -0.4603
H 1.2624 -4.1667 0.3273
H 1.8409 0.8676 -1.3721
H 2.2802 1.5872 -3.7041
H 1.7187 0.7320 -6.2090
H 2.3782 -0.8691 -6.5641
H 3.4328 0.4187 -5.9754
H 2.0581 -2.5182 -4.9037
H 1.4873 -3.2076 -2.6137
S -0.9647 7.3034 4.3266
C -0.5653 6.2524 3.1756
S -0.7772 6.5688 1.4457
C -0.2141 5.0358 0.9277
C 0.1994 4.1608 1.8726
S 0.7080 2.7886 0.9045
S 0.1183 4.6693 3.5385
S -0.0183 4.3250 -0.6423
Br 3.6926 5.0671 1.0486
C 5.3932 4.2546 0.9204
C 6.4518 4.8756 1.5711
C 7.7419 4.3906 1.4194
C 7.9796 3.2726 0.6302
C 6.9183 2.6226 0.0226
C 5.6280 3.1206 0.1642
I 4.1520 2.0936 -0.8967
H 6.2640 5.7532 2.1734
H 8.5607 4.8933 1.9151
H 8.9852 2.9035 0.4857
H 7.0883 1.7318 -0.5663
C 3.6564 -2.0120 2.7195
S 3.3107 -0.7540 1.5107
O 4.6091 -0.5756 0.8322
C 2.7794 0.5595 2.6958
C 1.5118 0.5010 3.2943
C 1.1394 1.5137 4.1752
C 2.0539 2.5052 4.4863
C 3.3253 2.5373 3.9163
C 3.6857 1.5905 2.9832
H 4.3892 -1.5733 3.3934
H 4.0691 -2.8740 2.2031
H 2.7482 -2.2738 3.2584
H 0.8338 -0.3068 3.0434
H 0.1530 1.5134 4.6198
H 1.7769 3.2804 5.1855
H 4.0264 3.3111 4.1995
H 4.6359 1.6274 2.4627
```

Values from the calculation:
* frontier orbital gap (alpha / beta): 6.22 / 6.22 eV
* energy above the lowest of the compared OMol25 structures with the same formula, charge and spin: 240.18 kcal/mol
* molar mass: 1246.14 g/mol
* charge: +2
* lowest unoccupied orbital energy (alpha / beta): -6.061 / -6.061 eV

---

Here is a molecular structure, C50H38CaClN2O5P2 in a non-equilibrium geometry from OMol25. Energies are from the ωB97M-V functional and the def2-TZVPD basis.

Structure (XYZ):
```
99
C50H38CaClN2O5P2 | OMol25 | the ωB97M-V functional and the def2-TZVPD basis
Ca 0.2605 0.1114 0.5168
O -0.2929 -5.3651 0.1479
C 0.9616 -5.1285 0.4413
O 1.7027 -5.9664 0.8876
C 1.4616 -3.7275 0.2281
C 2.7955 -3.3646 0.4055
Cl 4.0820 -4.3258 0.9237
N 2.9008 -2.0348 0.1641
N 1.6969 -1.5203 -0.1226
C 0.8188 -2.5113 -0.1036
C -0.6275 -2.2089 -0.4496
O -1.4075 -3.1488 -0.5805
O -0.9146 -0.9938 -0.5604
C 4.0426 -1.2098 0.1356
C 5.2828 -1.6798 -0.2889
C 6.3731 -0.8256 -0.2746
C 6.2290 0.4952 0.1193
C 4.9838 0.9699 0.5005
C 3.8938 0.1215 0.5193
H -0.7999 -4.5642 -0.1988
H 5.4025 -2.6912 -0.6435
H 7.3425 -1.1927 -0.5755
H 7.0820 1.1544 0.1196
H 4.8613 2.0006 0.7986
H 2.9172 0.4873 0.8301
C -0.8376 5.5674 5.4335
C 0.2517 4.8065 4.6660
C 1.6427 5.3498 5.0297
C 0.2013 3.3376 5.0386
C 0.2138 2.9408 6.3724
C 0.1684 1.6073 6.7386
C 0.1014 0.6266 5.7666
C 0.1044 0.9890 4.4255
P 0.0241 -0.2676 3.1036
C -1.6469 -0.9576 3.2857
C -2.6917 -0.1832 3.7868
C -3.9881 -0.6687 3.7580
C -4.2542 -1.9191 3.2239
C -3.2235 -2.6817 2.6964
C -1.9279 -2.1997 2.7136
C 1.1882 -1.5394 3.7004
C 0.8148 -2.7649 4.2398
C 1.7771 -3.7278 4.4945
C 3.1148 -3.4664 4.2511
C 3.4996 -2.2261 3.7638
C 2.5402 -1.2741 3.4762
C 0.1717 2.3418 4.0684
O 0.2037 2.6042 2.7178
C 0.0498 3.9059 2.3019
C -0.1150 4.0917 0.9237
C -0.3526 5.3682 0.4271
C -0.3456 6.4520 1.2845
C -0.1309 6.2602 2.6367
C 0.0404 4.9888 3.1756
P 0.0133 2.6440 -0.1810
C -1.4232 2.9131 -1.2705
C -1.3716 3.6295 -2.4619
C -2.5166 3.7706 -3.2283
C -3.7105 3.2023 -2.8130
C -3.7661 2.4918 -1.6238
C -2.6269 2.3442 -0.8546
C 1.4646 3.0048 -1.2319
C 1.9422 1.9264 -1.9804
C 3.0468 2.0787 -2.7989
C 3.6867 3.3080 -2.8734
C 3.2298 4.3766 -2.1202
C 2.1266 4.2281 -1.2945
H -0.7180 5.4414 6.5035
H -1.8237 5.2086 5.1476
H -0.7806 6.6292 5.2244
H 1.8347 5.2186 6.0901
H 1.7074 6.4079 4.7972
H 2.4133 4.8234 4.4695
H 0.2655 3.6896 7.1466
H 0.1819 1.3353 7.7827
H 0.0453 -0.4193 6.0348
H -2.4891 0.7989 4.1972
H -4.7941 -0.0647 4.1468
H -5.2665 -2.2935 3.2101
H -3.4292 -3.6469 2.2613
H -1.1317 -2.7957 2.2826
H -0.2229 -2.9725 4.4586
H 1.4799 -4.6909 4.8774
H 3.8574 -4.2243 4.4473
H 4.5434 -2.0051 3.5972
H 2.8368 -0.3037 3.0882
H -0.5468 5.4968 -0.6277
H -0.5017 7.4473 0.8997
H -0.1094 7.1203 3.2865
H -0.4375 4.0594 -2.7995
H -2.4784 4.3212 -4.1558
H -4.5979 3.3083 -3.4185
H -4.6967 2.0461 -1.3047
H -2.6617 1.7776 0.0736
H 1.4346 0.9628 -1.9260
H 3.4136 1.2471 -3.3812
H 4.5404 3.4283 -3.5221
H 3.7333 5.3309 -2.1733
H 1.7912 5.0645 -0.6977
```

Values from the calculation:
* frontier orbital gap: 8.59 eV
* energy above the lowest of the compared OMol25 structures with the same formula, charge and spin: 0.00 kcal/mol
* molar mass: 884.34 g/mol
* charge: +1
* lowest unoccupied orbital energy: -2.546 eV

---

> Look up the molar mass of the fifth one.

884.34 g/mol

---

> What is the molar mass in the fifth record?

884.34 g/mol

---

> Among the records above, which one has the highest energy above the lowest of the compared OMol25 structures with the same formula, charge and spin?

C50H38BrIMoO3S8

---

> Look up the molar mass of the fourth one.

1246.14 g/mol